# 1
16
Properties=species:S:1:pos:R:3 method="wB97M-V/def2-TZVPD" orbital_gap_ha=0.381 de_lowest_kcal_mol=83.81 homo_energy_ev=-9.446 max_force_ev_per_a=0.892
C 1.797 0.553 -0.470
O 1.418 -0.370 0.557
C 0.239 -0.017 1.261
C -0.789 -0.241 0.194
C -1.274 -1.636 -0.072
N -1.143 0.654 -0.640
O -0.772 1.945 -0.233
H 2.875 0.626 -0.367
H 1.554 0.207 -1.489
H 1.343 1.547 -0.371
H 0.285 1.010 1.640
H 0.123 -0.695 2.118
H -2.355 -1.621 0.081
H -0.832 -2.367 0.611
H -1.081 -1.944 -1.102
H -1.364 2.475 -0.775

***

# 2
10
Properties=species:S:1:pos:R:3 method="wB97M-V/def2-TZVPD" smiles="[H]/N=c1/ncon1S" orbital_gap_ha=0.355 de_lowest_kcal_mol=70.98 homo_energy_ev=-9.219 max_force_ev_per_a=4.263
H -0.449 -2.326 0.074
N 0.618 -1.999 0.430
C 0.588 -0.763 0.291
N 1.607 0.171 0.342
C 1.246 1.243 -0.150
O -0.130 1.383 -0.163
N -0.544 0.049 0.043
S -1.985 -0.286 -0.736
H 1.952 2.154 -0.166
H -2.903 0.374 0.035

***

# 3
27
Properties=species:S:1:pos:R:3 method="wB97M-V/def2-TZVPD" smiles=O.O.O.O.O.O.O.O.O orbital_gap_ha=0.373 de_lowest_kcal_mol=89.03 homo_energy_ev=-10.468 max_force_ev_per_a=7.004
O -0.487 -2.793 2.682
H 0.138 -2.220 2.116
H -0.958 -3.239 1.939
O 1.323 -1.269 1.354
H 2.088 -1.581 0.892
H 1.703 -0.361 1.597
O 0.809 4.270 0.019
H 0.937 4.052 0.978
H 0.201 3.595 -0.088
O 3.226 0.854 0.145
H 3.614 1.417 0.733
H 2.289 0.901 -0.169
O -1.836 -3.779 -0.005
H -1.826 -2.978 -0.605
H -2.629 -3.637 0.322
O -0.492 0.123 -0.269
H -0.415 -0.653 0.414
H -0.541 1.014 0.184
O -1.702 2.633 0.148
H -1.792 2.024 -0.642
H -1.896 2.312 1.008
O -2.154 -1.730 -1.884
H -1.715 -1.720 -2.766
H -1.623 -1.094 -1.406
O 1.396 1.572 -1.987
H 1.779 1.307 -2.743
H 0.561 0.979 -1.967

***

# 4
70
Properties=species:S:1:pos:R:3 method="wB97M-V/def2-TZVPD" orbital_gap_ha=0.295 de_lowest_kcal_mol=0.00 homo_energy_ev=-17.379 max_force_ev_per_a=0.972 total_charge=+3
Zr -0.537 -0.843 -0.422
C -1.387 1.652 1.538
C -2.533 1.520 0.568
N -2.667 0.104 0.118
C -3.446 -0.720 1.086
C -2.541 -1.458 2.025
C -3.026 -2.071 3.163
C -2.151 -2.801 3.954
C -0.813 -2.875 3.593
C -0.393 -2.213 2.457
C 1.035 -2.288 2.006
N 1.347 -1.276 0.955
C 1.958 -0.039 1.512
C 0.870 0.867 2.022
N -0.133 1.100 0.942
N -1.242 -1.522 1.673
H -1.589 1.084 2.446
H -1.248 2.693 1.838
H -2.365 2.139 -0.310
H -3.465 1.861 1.022
H -3.218 0.121 -0.738
H -4.046 -1.436 0.524
H -4.145 -0.092 1.641
H -4.073 -1.987 3.419
H -2.506 -3.304 4.844
H -0.103 -3.431 4.191
H 1.222 -3.278 1.590
H 1.709 -2.163 2.856
H 2.039 -1.717 0.355
H 2.513 0.450 0.714
H 2.669 -0.282 2.303
H 1.275 1.814 2.384
H 0.345 0.403 2.857
H 0.247 1.813 0.319
C 3.133 1.307 -1.688
As 1.820 -0.092 -2.028
C 2.945 -1.671 -2.135
C 1.233 0.247 -3.827
C 2.083 0.055 -4.909
C 1.613 0.272 -6.198
C 0.305 0.678 -6.407
C -0.543 0.896 -5.326
C -0.073 0.682 -4.038
As -1.110 1.114 -2.485
C -2.941 1.315 -3.091
C -0.528 2.945 -2.148
H 3.793 1.336 -2.556
H 3.742 1.094 -0.812
H 2.664 2.283 -1.587
H 3.485 -1.650 -3.080
H 2.369 -2.593 -2.087
H 3.679 -1.645 -1.328
H 3.108 -0.268 -4.777
H 2.271 0.115 -7.042
H -0.059 0.834 -7.413
H -1.556 1.228 -5.512
H -3.323 0.370 -3.475
H -2.964 2.059 -3.887
H -3.581 1.680 -2.288
H -0.549 3.477 -3.099
H 0.500 2.951 -1.786
H -1.164 3.477 -1.442
F -3.065 -4.076 -2.565
C -2.481 -3.444 -1.596
F -2.731 -3.991 -0.432
F -2.931 -2.150 -1.550
S -0.653 -3.262 -1.912
O -0.159 -4.354 -2.637
O -0.143 -3.009 -0.512
O -0.574 -1.878 -2.467

***

# 5
26
Properties=species:S:1:pos:R:3 method="wB97M-V/def2-TZVPD" s2=8.76 orbital_gap_ha="0.301 / 0.216" multiplicity=6 homo_energy_ev="-23.746 / -24.911" max_force_ev_per_a=11.141 total_charge=+4
O 4.326 0.765 -1.243
C 1.949 0.953 -0.227
O 0.770 0.579 0.183
O 2.672 1.405 0.671
Ir 4.407 1.175 0.638
C -0.163 -0.144 -0.555
C -1.257 -0.585 0.051
C -2.418 -1.149 -0.712
C -3.468 -0.132 -1.094
O -4.083 0.413 0.157
C -5.300 0.400 0.346
O -5.852 0.697 1.429
H -0.010 -0.147 -1.633
H -1.323 -0.523 1.139
H 4.795 0.155 -1.823
H -2.894 -1.958 -0.139
H -2.079 -1.589 -1.662
H -4.278 -0.572 -1.683
H -3.058 0.753 -1.588
H -6.828 0.653 1.414
C 3.506 1.769 -2.130
C 2.096 1.401 -1.800
H 3.731 2.821 -1.920
H 3.728 1.524 -3.172
H 1.847 0.491 -2.370
H 1.393 2.206 -2.039

***

# 6
64
Properties=species:S:1:pos:R:3 method="wB97M-V/def2-TZVPD" s2=0.76 orbital_gap_ha="0.272 / 0.212" de_lowest_kcal_mol=10.82 multiplicity=2 homo_energy_ev="-10.351 / -10.341" max_force_ev_per_a=1.074 total_charge=+1
Ir -0.604 0.341 -0.142
Cl 3.124 -4.330 3.231
C 2.199 -2.912 2.887
C 1.397 -2.910 1.754
C 0.669 -1.768 1.449
N -0.148 -1.570 0.301
C -0.617 -2.635 -0.392
O -0.467 -3.809 -0.110
C -1.317 -2.251 -1.648
C -1.998 -3.200 -2.386
C -2.570 -2.816 -3.583
C -2.379 -1.512 -4.017
C -1.694 -0.624 -3.212
N -1.193 -0.972 -2.015
C 0.733 -0.656 2.266
C 1.509 -0.665 3.414
C 2.252 -1.798 3.715
Cl 3.235 -1.781 5.133
N 0.012 0.454 1.766
C -0.261 1.520 2.566
O -0.227 1.542 3.780
C -0.475 2.761 1.774
C -0.695 3.986 2.375
C -0.717 5.110 1.571
C -0.486 4.964 0.209
C -0.318 3.698 -0.311
N -0.328 2.605 0.461
H 1.342 -3.789 1.137
H -2.047 -4.209 -2.000
H -3.134 -3.521 -4.179
H -2.758 -1.174 -4.971
H -1.525 0.389 -3.532
H 1.542 0.186 4.074
H -0.824 4.020 3.447
H -0.895 6.089 1.997
H -0.442 5.820 -0.450
H -0.154 3.547 -1.368
S -2.220 1.804 -1.538
C -3.244 0.908 -0.464
C -4.637 0.864 -0.424
C -5.240 0.047 0.508
C -4.463 -0.716 1.386
C -3.097 -0.633 1.301
N -2.519 0.173 0.392
H -5.206 1.459 -1.125
H -6.319 -0.007 0.558
H -4.916 -1.365 2.121
H -2.431 -1.190 1.946
C 3.982 -1.224 -3.173
C 3.310 -0.008 -2.546
S 2.300 -0.522 -1.154
O 1.198 0.591 -1.153
C 3.410 -0.137 0.222
C 3.442 1.340 0.579
H 4.706 -0.899 -3.918
H 3.252 -1.870 -3.659
H 4.517 -1.819 -2.430
H 2.609 0.479 -3.223
H 4.033 0.731 -2.201
H 4.383 -0.521 -0.094
H 3.057 -0.746 1.053
H 3.955 1.936 -0.176
H 3.969 1.460 1.525
H 2.432 1.732 0.694

***

# 7
14
Properties=species:S:1:pos:R:3 method="wB97M-V/def2-TZVPD" orbital_gap_ha=0.225 homo_energy_ev=-3.343 max_force_ev_per_a=0.501 total_charge=-1
C -1.158 0.408 -1.206
Si 0.201 -0.810 -1.356
O 1.492 -0.529 -0.348
Si 1.461 0.073 1.173
I 3.233 1.835 1.225
H -1.951 0.066 -1.891
H -0.841 1.406 -1.531
H -1.568 0.414 -0.172
H -0.287 -2.192 -1.135
H 0.792 -0.793 -2.726
H 0.138 0.610 1.579
H 1.979 -0.951 2.107
O -1.649 -0.042 1.757
H -1.842 0.508 2.525

***

# 8
12
Properties=species:S:1:pos:R:3 method="wB97M-V/def2-TZVPD" smiles=OC[C@@]1(O)CO1 orbital_gap_ha=0.378 de_lowest_kcal_mol=82.45 homo_energy_ev=-9.625 max_force_ev_per_a=5.046
O 1.728 -0.032 0.686
C 0.995 0.458 -0.637
C -0.180 -0.228 -0.088
O -0.225 -1.580 -0.246
C -1.236 0.583 0.552
O -1.375 0.591 -0.841
H 1.962 -0.965 0.586
H 1.423 -0.008 -1.526
H 0.963 1.537 -0.558
H -1.111 -1.907 -0.046
H -0.936 1.520 1.024
H -2.008 0.031 1.093

***

# 9
13
Properties=species:S:1:pos:R:3 method="wB97M-V/def2-TZVPD" s2=2.01 orbital_gap_ha="0.303 / 0.269" de_lowest_kcal_mol=54.51 multiplicity=3 homo_energy_ev="-11.216 / -15.779" max_force_ev_per_a=3.147 total_charge=+1
C 1.914 0.534 0.964
C 0.588 -0.172 1.118
C 0.989 0.611 -0.200
C 0.441 -0.746 -0.173
N -1.610 -0.429 -0.861
H 1.901 1.429 1.584
H 2.709 -0.208 0.909
H -0.251 0.020 1.860
H 0.573 1.379 -0.827
H 0.465 -1.759 -0.697
H -1.484 -0.391 -1.855
H -1.636 0.549 -0.680
H -2.460 -0.969 -0.708

***

# 10
51
Properties=species:S:1:pos:R:3 method="wB97M-V/def2-TZVPD" orbital_gap_ha=0.172 de_lowest_kcal_mol=0.00 homo_energy_ev=-2.307 max_force_ev_per_a=0.191 total_charge=-1
Ag 4.639 0.730 0.501
C -0.077 0.518 1.167
P 1.628 1.003 0.563
C 2.608 -0.206 1.561
C 3.206 -1.368 1.059
C 3.928 -2.213 1.905
C 4.060 -1.914 3.248
C 3.498 -0.744 3.754
C 2.802 0.107 2.918
C 1.660 0.244 -1.102
C 0.995 -0.930 -1.457
C 1.086 -1.430 -2.744
C 1.855 -0.765 -3.693
C 2.534 0.392 -3.347
C 2.439 0.899 -2.057
P -1.365 1.666 0.512
C -1.733 0.908 -1.123
C -1.204 1.534 -2.250
C -1.384 0.989 -3.512
C -2.115 -0.180 -3.663
C -2.656 -0.806 -2.548
C -2.462 -0.267 -1.285
C -2.859 1.118 1.439
C -4.035 1.838 1.220
C -5.215 1.495 1.858
C -5.239 0.428 2.749
C -4.077 -0.286 2.989
C -2.897 0.055 2.337
H -0.046 0.699 2.246
H -0.331 -0.533 1.005
H 3.077 -1.631 0.017
H 4.391 -3.103 1.498
H 4.623 -2.572 3.898
H 3.629 -0.486 4.798
H 2.398 1.036 3.304
H 0.394 -1.462 -0.729
H 0.558 -2.338 -3.010
H 1.934 -1.161 -4.699
H 3.170 0.894 -4.065
H 3.030 1.765 -1.778
H -0.624 2.442 -2.129
H -0.944 1.473 -4.375
H -2.257 -0.608 -4.647
H -3.226 -1.720 -2.665
H -2.888 -0.762 -0.419
H -4.019 2.679 0.535
H -6.116 2.064 1.668
H -6.158 0.161 3.255
H -4.083 -1.116 3.685
H -2.003 -0.522 2.536
S 5.870 1.986 -0.929

***

# 11
143
Properties=species:S:1:pos:R:3 method="wB97M-V/def2-TZVPD" orbital_gap_ha=0.266 de_lowest_kcal_mol=0.00 homo_energy_ev=-10.756 max_force_ev_per_a=0.729 total_charge=+1
C -3.723 6.020 -2.128
C -3.572 4.895 -1.735
P -3.425 3.278 -1.134
C -4.537 2.265 -2.119
C -5.976 2.788 -2.161
F -6.108 3.643 -3.236
C -1.724 2.770 -1.406
C -1.462 1.246 -1.542
C -0.743 0.722 -0.301
C 0.716 1.216 -0.246
C 1.739 0.081 -0.317
C 1.789 -0.766 0.971
C 3.147 -0.720 1.704
C 3.537 -2.080 2.294
C 4.549 -1.984 3.461
C 4.069 -2.671 4.746
C 4.554 -4.134 4.906
C 3.411 -5.064 5.320
C 3.790 -6.463 5.859
C 5.279 -6.728 6.092
C -3.870 3.367 0.608
C -3.927 2.031 1.350
C -5.278 1.340 1.209
S -5.210 -0.376 1.810
C -5.010 -1.117 0.201
S -3.560 -1.192 -0.519
N -6.167 -1.585 -0.382
C -6.368 -1.863 -1.724
C -7.631 -2.315 -1.813
N -8.236 -2.350 -0.569
C -7.361 -1.909 0.253
H -3.811 7.037 -2.437
H -4.522 1.238 -1.751
H -4.156 2.239 -3.140
H -6.259 3.337 -1.263
H -6.667 1.961 -2.313
H -1.130 3.174 -0.584
H -1.424 3.287 -2.317
H -2.355 0.666 -1.770
H -0.800 1.130 -2.402
H -1.256 1.127 0.572
H -0.786 -0.365 -0.261
H 0.844 1.751 0.697
H 0.914 1.929 -1.051
H 1.488 -0.529 -1.188
H 2.710 0.544 -0.490
H 1.541 -1.803 0.748
H 1.028 -0.383 1.653
H 3.073 -0.016 2.532
H 3.921 -0.397 1.009
H 2.633 -2.582 2.641
H 3.970 -2.706 1.513
H 5.508 -2.398 3.157
H 4.695 -0.926 3.688
H 2.980 -2.637 4.810
H 4.431 -2.098 5.601
H 4.947 -4.456 3.941
H 5.355 -4.137 5.640
H 2.773 -4.545 6.035
H 2.799 -5.204 4.425
H 3.396 -7.245 5.211
H 3.298 -6.600 6.823
H 5.844 -6.838 5.170
H 5.383 -7.648 6.668
H 5.718 -5.948 6.710
H -4.834 3.877 0.663
H -3.137 4.046 1.051
H -3.760 2.222 2.409
H -3.142 1.346 1.032
H -6.057 1.839 1.783
H -5.619 1.303 0.175
H -5.631 -1.729 -2.494
H -8.147 -2.635 -2.700
H -7.511 -1.801 1.311
C 3.869 5.266 -6.348
O 4.198 4.143 -5.561
C 4.408 4.486 -4.205
C 4.429 3.245 -3.343
O 3.135 2.742 -3.030
C 2.485 2.008 -4.055
C 2.992 0.592 -4.214
O 4.169 0.557 -4.992
C 4.840 -0.680 -4.884
H 4.663 6.020 -6.315
H 3.750 4.925 -7.373
H 2.930 5.721 -6.012
H 3.612 5.157 -3.857
H 5.372 5.005 -4.107
H 4.871 3.514 -2.382
H 5.051 2.471 -3.798
H 2.516 2.538 -5.009
H 1.440 1.947 -3.733
H 2.218 -0.010 -4.715
H 3.182 0.167 -3.219
H 5.168 -0.861 -3.854
H 5.713 -0.636 -5.530
H 4.200 -1.508 -5.207
C 1.879 4.097 5.644
O 1.286 4.816 4.584
C 1.353 4.114 3.361
C 0.435 4.745 2.341
O -0.935 4.362 2.483
C -1.654 5.002 3.533
C -2.082 6.415 3.208
O -1.010 7.311 3.398
C -1.260 8.576 2.826
H 2.934 3.887 5.439
H 1.808 4.712 6.538
H 1.353 3.151 5.820
H 1.066 3.065 3.509
H 2.384 4.147 2.980
H 0.724 4.374 1.355
H 0.540 5.831 2.336
H -1.088 4.978 4.466
H -2.557 4.402 3.670
H -2.914 6.699 3.870
H -2.433 6.460 2.167
H -1.380 8.498 1.738
H -0.404 9.209 3.041
H -2.158 9.035 3.254
C -0.460 -9.451 -1.657
O -0.413 -8.111 -2.092
C -0.374 -8.013 -3.504
C -0.667 -6.598 -3.944
O -2.050 -6.275 -3.953
C -2.644 -5.999 -2.696
C -2.340 -4.614 -2.171
O -1.064 -4.576 -1.556
C -0.619 -3.261 -1.350
H 0.414 -10.013 -2.006
H -0.462 -9.444 -0.569
H -1.370 -9.950 -2.011
H -1.112 -8.690 -3.952
H 0.626 -8.300 -3.858
H -0.347 -6.499 -4.983
H -0.097 -5.884 -3.345
H -2.382 -6.757 -1.955
H -3.720 -6.054 -2.873
H -3.102 -4.334 -1.429
H -2.379 -3.897 -3.002
H -0.494 -2.733 -2.306
H 0.344 -3.307 -0.846
H -1.324 -2.704 -0.719

***

# 12
13
Properties=species:S:1:pos:R:3 method="wB97M-V/def2-TZVPD" smiles="O=C([O-])[C@]1(O)O[C@@]1(O)C(=O)[O-]" orbital_gap_ha=0.246 de_lowest_kcal_mol=52.40 homo_energy_ev=0.066 max_force_ev_per_a=5.335 total_charge=-2
O 2.135 1.311 0.050
C 2.022 0.093 0.174
O 2.908 -0.680 0.604
C 0.738 -0.521 -0.276
O 0.362 -1.769 0.052
O 0.029 0.014 -1.349
C -0.706 0.557 -0.238
O -0.287 1.918 0.059
C -2.083 -0.120 0.220
O -2.121 -1.341 0.040
O -3.022 0.679 0.593
H -0.658 -1.859 0.089
H 0.684 1.719 -0.018